{"formula": "C6H13N", "method": "ωB97M-V/def2-TZVPD", "total_energy_ha": -290.6779, "charge": 1, "molar_mass_da": 99.18, "homo_energy_ev": [-12.3, -15.4], "de_lowest_ev": 5.464, "e_lumo_ha": [-0.256, -0.245], "homo_lumo_gap_ev": [5.372, 8.739], "spin_multiplicity": 2, "s_squared": 0.7599, "elements": ["C", "C", "C", "C", "C", "C", "N", "H", "H", "H", "H", "H", "H", "H", "H", "H", "H", "H", "H", "H"], "xyz": [[2.29337, 0.05673, 0.03440], [1.07663, 0.33108, 0.91294], [-0.35343, -0.50196, 0.58711], [-1.22784, -0.16394, -1.69198], [-1.54891, -0.14236, -0.21979], [-2.30016, 0.99017, 0.47108], [2.92787, -1.25636, 0.39650], [3.06330, 0.83100, 0.11495], [-0.21922, 0.20255, -1.93839], [0.54938, 1.32289, 0.61787], [1.16209, 0.24399, 2.01655], [0.18169, -1.30650, 0.00617], [-0.69667, -0.90554, 1.62041], [-1.29395, -1.11743, -2.22463], [-1.82714, 0.49756, -2.38970], [-3.10529, 1.62050, -0.16784], [-2.72260, 0.74212, 1.57956], [-1.55065, 1.79064, 0.72630], [2.17154, -1.81993, 0.12751], [3.41999, -1.41523, -0.57903]], "forces_ev_per_angstrom": [[0.4, -1.4, 3.9], [-2.5, 3.0, -1.7], [-0.4, -4.6, 0.7], [-2.0, 0.8, -1.8], [4.4, 4.6, 0.6], [-3.1, 0.6, 0.5], [0.3, 2.7, -5.0], [-0.5, 0.3, -0.8], [0.4, -0.3, 1.0], [1.9, -0.8, 0.9], [0.3, -0.1, -0.9], [-1.0, 0.0, 0.7], [0.6, 0.7, -1.7], [0.1, -0.4, 0.6], [-0.1, -0.6, 1.4], [1.6, -2.1, 1.4], [0.8, 0.3, -2.8], [0.1, -0.9, -0.4], [-1.6, -2.1, 0.7], [0.2, 0.2, 2.6]]}